Record 1
{"formula": "C37H37F3O2P2V", "method": "ωB97M-V with the def2-TZVPD basis set", "energy_ev": -95460.959, "homo_energy_ev": [-13.981, -13.859], "spin_multiplicity": 2, "relative_energy_ev": 0.000, "total_charge": 2, "homo_lumo_gap_ev": [7.14, 4.65], "symbols": ["H", "C", "H", "C", "C", "C", "H", "H", "H", "C", "H", "C", "C", "H", "F", "H", "C", "C", "H", "H", "H", "H", "H", "C", "H", "H", "H", "C", "H", "P", "H", "C", "C", "C", "C", "C", "V", "H", "C", "C", "H", "O", "C", "H", "H", "C", "C", "H", "C", "H", "H", "O", "H", "C", "C", "C", "C", "H", "H", "C", "H", "H", "C", "C", "F", "H", "C", "H", "C", "C", "C", "H", "C", "C", "H", "H", "P", "H", "C", "F", "H", "C"], "coordinates": [[0.4585, -2.0233, 1.8578], [-0.9468, 1.3489, -0.1776], [-2.2273, -3.7869, -1.2385], [-3.6365, -4.7158, 0.1278], [-0.5201, 2.6443, -4.5430], [1.5549, 0.8288, 3.2513], [-3.5546, -0.0365, -2.6465], [5.2980, 0.8892, 1.3252], [1.6932, 1.8907, 3.4889], [3.1162, 4.2527, -0.7754], [-3.8708, 2.0640, -3.7891], [3.6218, -1.9321, 2.2793], [-3.1836, 0.3982, -0.0638], [1.9777, 5.2944, 0.7395], [-1.8752, -3.7077, 4.8779], [1.9975, 0.2272, 4.0616], [-1.9876, 2.2131, -4.9002], [-2.6554, 0.3639, -3.1324], [4.4696, -3.9088, 2.4057], [2.6251, -2.2493, 2.6145], [-1.9341, -1.6621, -3.2900], [-2.8296, -1.7358, 2.5017], [-4.7756, 1.8130, -0.2816], [-0.0442, 2.2260, -3.1793], [0.6060, 0.4904, -1.9841], [0.7727, 2.8190, -2.7631], [-4.4041, -3.5181, 3.2381], [-0.5129, -1.8787, 4.0902], [0.2983, -1.1679, -3.5625], [2.3355, 0.4369, 1.6977], [0.4809, 0.5867, 3.2185], [1.3408, -0.5237, 0.5872], [-2.8361, 1.6929, -3.7749], [-3.9367, -3.5753, 2.2508], [5.1175, -0.1610, 1.5694], [4.6650, -2.8561, 2.1947], [-1.6672, 1.7904, -2.2892], [0.1610, 2.2828, -5.3282], [-0.3107, -0.2757, -3.7903], [5.9524, -2.4339, 1.8419], [-1.9780, 1.5333, -5.7642], [0.5686, -2.4626, 3.8441], [3.5586, 3.0083, -1.2308], [-3.8906, -5.5335, -0.5467], [-3.8556, -0.4497, 0.1027], [-0.0796, 0.8167, -2.7687], [-4.2208, -4.6521, 1.4032], [1.6091, -0.4725, -0.4761], [-3.6995, 1.6687, -0.3109], [7.1796, -0.7515, 1.2817], [4.1136, 2.9331, -2.1631], [-1.0828, -0.9069, 3.5382], [-2.1388, -0.8658, -4.8415], [0.3369, -1.3435, 1.0161], [6.1736, -1.0824, 1.5434], [-1.4636, 2.6618, -0.2367], [-1.8037, -0.6898, -3.8018], [-0.8016, 3.5216, -0.1089], [1.5251, 3.2680, 2.0714], [3.3144, 1.8559, -0.4805], [-0.4719, 3.7406, -4.6449], [-4.9015, -5.4375, 1.7305], [3.8177, -0.5930, 1.8942], [-2.7268, -3.7469, -0.2694], [-0.4477, -2.8386, 6.3203], [-3.2433, 3.7919, -0.6771], [2.1184, 3.1916, 1.1592], [6.7779, -3.1486, 1.8237], [-1.2893, -2.5328, 5.2963], [-2.8415, 2.7844, -0.5218], [2.3648, 4.3328, 0.4021], [3.6552, 0.8910, -0.8489], [2.6374, 1.9511, 0.7477], [-3.0559, -2.5779, 1.8494], [0.1259, 1.2258, -0.0137], [3.3659, 5.1589, -1.3265], [-1.1337, -1.5495, 0.0568], [-2.4878, 3.1129, -5.2876], [-1.7856, 0.1888, -0.0669], [-2.2758, -1.7429, 5.7965], [0.0076, 0.0176, -4.8090], [-2.4089, -2.6812, 0.6082]], "atomic_forces_ev_per_a": [[-0.3, 0.2, 1.2], [0.1, -0.1, 1.5], [-0.2, -0.2, 0.2], [-0.2, -0.1, 0.2], [0.0, 0.4, -1.0], [-0.5, -0.1, 0.5], [0.3, 0.4, -0.2], [0.0, -0.4, 0.0], [0.1, -0.3, -0.1], [-0.1, -0.2, 0.2], [0.4, -0.1, 0.2], [-0.5, -0.1, -0.3], [0.7, -0.4, -0.1], [0.2, -0.2, -0.1], [0.4, 1.0, 0.3], [-0.1, 0.1, -0.4], [0.2, 0.6, -1.0], [-1.0, -0.5, -2.3], [0.1, 0.4, 0.1], [0.4, -0.1, -0.1], [0.0, 0.4, -0.1], [0.0, -0.2, 0.0], [0.1, 0.0, -0.4], [1.9, -0.5, -0.1], [0.0, 0.6, -0.2], [-0.4, 0.1, 0.2], [0.2, 0.0, -0.4], [-0.1, -0.4, 0.6], [-0.1, 0.4, 0.0], [1.9, 0.1, 0.6], [0.1, 0.0, 0.0], [-0.6, -0.8, 0.0], [-2.4, -1.3, -0.4], [-0.2, -0.2, 0.0], [-0.1, -0.1, -0.2], [0.0, 0.2, 0.2], [-1.0, 1.0, 3.3], [-0.1, -0.1, 0.2], [-0.1, -0.8, -0.5], [-0.4, 0.4, 0.0], [0.0, -0.2, 0.4], [-0.6, 0.9, -0.8], [0.0, -0.1, 0.1], [0.1, 0.2, 0.2], [0.2, 0.3, -0.1], [1.9, -0.6, -1.3], [0.3, 0.3, -0.2], [-0.4, 0.5, 0.3], [0.5, 0.8, -0.3], [-0.3, 0.0, 0.1], [-0.1, 0.0, 0.2], [0.7, -0.4, -0.2], [0.1, 0.1, 0.4], [0.0, -0.4, -1.2], [-0.2, 0.0, 0.2], [-0.2, -0.7, 0.2], [0.1, -0.6, -0.3], [-0.3, -0.2, -0.3], [0.2, 0.1, -0.3], [-0.1, 0.3, 0.1], [0.0, -0.4, 0.3], [0.2, 0.2, -0.1], [0.7, 0.0, 0.0], [0.4, 0.4, 0.2], [-0.8, 0.3, -1.0], [-0.1, -0.5, 0.1], [0.1, -0.2, 0.1], [-0.3, 0.3, -0.1], [-0.2, -0.4, 0.8], [-0.4, 0.4, 1.5], [0.1, 0.1, -0.2], [0.1, 0.1, 0.1], [-0.2, 0.0, -0.3], [0.2, 0.3, 0.1], [-0.5, 0.2, -0.2], [-0.1, -0.2, 0.1], [-0.4, 0.8, 0.2], [0.1, -0.3, 0.2], [-0.2, 0.5, -0.4], [0.8, -0.7, -0.5], [-0.1, 0.1, 0.5], [-0.1, -0.4, -0.2]], "mulliken_charge": [0.658, -0.351, 0.370, -0.664, -1.135, -1.396, 0.751, 0.480, 0.599, -0.526, 0.449, -0.096, -0.883, 0.495, -0.248, 0.457, -0.973, 0.056, 0.452, 0.221, 0.205, 0.654, 0.451, -0.382, -0.712, 0.460, 0.439, 0.520, 0.473, 2.236, 0.300, -0.985, -0.424, -0.876, -0.399, -0.908, -0.350, 0.439, -1.225, -0.496, 0.291, -0.749, -0.976, 0.431, 0.602, 1.919, -0.537, 0.666, -0.366, 0.414, 0.481, -0.729, 0.501, 0.032, -0.667, -0.470, -1.049, 0.420, 0.224, -0.551, 0.426, 0.421, 0.303, -0.536, -0.253, 0.523, -0.501, 0.402, 0.818, -0.541, -0.766, 0.591, 0.309, 0.127, -1.403, 0.457, 0.339, 0.485, 2.444, -0.255, 0.225, 0.367]}

=====

Record 2
{"formula": "C37H37F5N7OP", "method": "ωB97M-V with the def2-TZVPD basis set", "energy_ev": -74322.278, "homo_energy_ev": -9.417, "homo_lumo_gap_ev": 9.72, "smiles": "OPC(F)(F)C(F)(F)F.c1ccncc1.c1ccncc1.c1ccncc1.c1ccncc1.c1ccncc1.c1ccncc1.c1ccncc1", "symbols": ["H", "N", "H", "H", "C", "C", "C", "H", "H", "H", "F", "N", "C", "H", "H", "H", "O", "H", "H", "F", "C", "H", "H", "H", "H", "C", "F", "N", "C", "H", "H", "C", "C", "N", "C", "H", "H", "C", "H", "C", "C", "C", "H", "C", "N", "C", "C", "H", "C", "H", "H", "H", "H", "C", "F", "N", "H", "C", "C", "C", "C", "C", "C", "H", "C", "H", "H", "C", "F", "C", "C", "H", "H", "H", "N", "C", "H", "C", "C", "H", "H", "C", "C", "C", "P", "C", "H", "C"], "coordinates": [[1.2215, -4.7627, 0.5223], [4.7955, 4.7570, 4.1198], [1.7560, 2.8144, -4.3428], [4.6183, 7.5946, -7.3658], [-4.5527, -2.2635, 7.2438], [-0.4119, -5.6407, 1.6096], [4.7482, -0.9184, -4.2810], [5.8624, -2.4988, -5.2102], [3.1064, 1.9884, 5.0030], [4.7435, -0.0216, -1.1699], [2.1797, -0.1622, -0.8175], [-1.8536, -4.1259, 2.7771], [-0.1086, 0.0927, -5.0257], [2.9078, 3.1388, -8.3471], [6.3624, -1.8910, -0.9900], [5.5730, 4.5690, 7.3846], [1.5058, 3.0173, -1.6803], [0.5832, -2.4432, 1.1905], [1.5732, 0.4276, -3.7142], [0.4686, 0.6573, 0.2097], [4.2158, 6.6044, -7.5504], [6.9427, -3.1701, -3.0587], [-2.1341, -6.1590, 2.7893], [4.1145, 2.5468, 7.2207], [4.2632, -0.5991, -5.1970], [4.0197, 3.6776, 4.0439], [1.6880, 2.6273, 1.2135], [4.4301, -0.2334, -3.1847], [5.6418, -1.9792, -4.2882], [-12.2204, -3.9201, 1.8473], [-6.1952, -3.5797, 4.0904], [-0.9527, 0.6987, -5.9434], [-11.2981, -3.5853, 2.3024], [0.1905, 2.7865, -5.6714], [0.3607, -4.5847, 1.1540], [2.9409, 6.6061, -5.8228], [-4.1386, -1.8664, 8.1607], [2.5272, 1.8144, 0.4844], [3.5978, 3.4670, 3.0691], [0.0100, -3.2958, 1.5223], [5.9190, -1.6432, -1.9445], [-1.1020, -3.1213, 2.3321], [-6.5745, -1.7004, 7.7148], [5.3264, 5.0445, 5.3056], [-6.4937, -2.6306, 5.8885], [5.0126, -0.6007, -2.0466], [0.9912, 2.1905, -4.7902], [-8.1052, -2.2140, 3.8253], [-0.7614, 2.0415, -6.2309], [-10.8896, -5.4288, 3.3306], [3.4758, 1.7699, -1.8833], [0.7969, 2.6745, -1.1183], [-0.2251, -0.9542, -4.7760], [3.2624, 4.1280, -8.0898], [2.0028, -0.3722, 1.3210], [4.6777, 5.9834, -8.6334], [-0.1762, -6.6630, 1.3479], [4.2004, 4.7670, -8.8869], [-9.0050, -2.6308, 3.3897], [-3.7481, -2.8746, 6.2954], [-4.3338, -3.3644, 5.1392], [2.7913, 4.7856, -6.9648], [3.7450, 2.8529, 5.1250], [4.5908, 4.2820, -9.7753], [-9.3865, -3.9325, 3.6814], [-11.3847, -1.6182, 1.4378], [-3.7378, -3.8386, 4.3700], [-5.9133, -2.1692, 6.9940], [3.6497, 1.5816, 1.2310], [3.2790, 6.0530, -6.6886], [5.1142, 4.2856, 6.4473], [-1.7444, 0.1447, -6.4288], [-8.7793, -4.5409, 4.3383], [5.9532, 5.9289, 5.3415], [-9.7072, -1.8181, 2.6016], [-10.8308, -2.2996, 2.0748], [2.0533, 4.3181, -6.3252], [1.7862, 0.4520, 0.3001], [0.8867, 0.8537, -4.4351], [-1.4092, -2.1276, 2.6401], [-1.4021, 2.5491, -6.9436], [6.2389, -2.3489, -3.0936], [-1.5047, -5.3587, 2.4151], [4.3053, 3.1650, 6.3529], [3.0161, 2.8151, -1.0473], [-5.7043, -3.2142, 4.9871], [-2.6808, -2.9678, 6.4520], [-10.5574, -4.4193, 3.1247]], "atomic_forces_ev_per_a": [[0.0, 0.0, 0.0], [0.0, 0.0, 0.0], [0.0, 0.0, 0.0], [0.0, 0.0, 0.0], [0.0, 0.0, 0.0], [0.0, 0.0, 0.0], [0.0, 0.0, 0.0], [0.0, 0.0, 0.0], [0.0, 0.0, 0.0], [0.0, 0.0, 0.0], [0.1, 0.0, 0.0], [0.0, 0.0, 0.0], [0.0, 0.0, 0.0], [0.0, 0.0, 0.0], [0.0, 0.0, 0.0], [0.0, 0.0, 0.0], [-0.1, -0.1, 0.2], [0.0, 0.0, 0.0], [0.0, 0.0, 0.0], [-0.1, 0.1, -0.1], [0.0, 0.0, 0.0], [0.0, 0.0, 0.0], [0.0, 0.0, 0.0], [0.0, 0.0, 0.0], [0.0, 0.0, 0.0], [0.0, 0.1, 0.0], [0.4, -0.4, -0.1], [0.0, 0.0, 0.0], [0.0, 0.0, 0.0], [0.0, 0.0, 0.0], [0.0, 0.0, 0.0], [0.0, 0.0, 0.0], [0.0, 0.0, 0.0], [0.0, -0.1, 0.0], [0.0, 0.0, 0.0], [0.0, 0.0, 0.0], [0.0, 0.0, 0.0], [0.2, 0.0, 0.1], [0.0, 0.0, 0.0], [0.0, -0.1, 0.0], [0.0, 0.0, 0.0], [0.0, 0.0, 0.0], [0.0, 0.0, 0.0], [0.0, 0.0, 0.0], [0.1, -0.1, -0.1], [0.0, 0.1, 0.0], [0.0, 0.0, 0.0], [0.0, 0.0, 0.0], [0.0, 0.0, 0.0], [0.0, 0.0, 0.0], [-0.1, -0.3, 0.2], [0.0, 0.1, -0.3], [0.0, 0.0, 0.0], [0.0, 0.0, 0.0], [0.1, 0.0, 0.2], [0.0, 0.0, 0.0], [0.0, 0.0, 0.0], [0.0, 0.0, 0.0], [0.0, 0.1, 0.0], [0.0, 0.0, 0.0], [0.0, 0.0, 0.0], [0.0, 0.0, 0.1], [0.0, 0.0, 0.0], [0.0, 0.0, 0.0], [0.0, 0.0, 0.0], [0.0, 0.0, 0.0], [0.0, 0.0, 0.0], [-0.1, 0.0, 0.0], [-0.4, 0.0, -0.3], [0.0, 0.0, 0.0], [0.0, 0.0, 0.0], [0.0, 0.0, 0.0], [0.0, 0.0, 0.0], [0.0, 0.0, 0.0], [0.0, 0.0, 0.0], [0.0, 0.0, 0.0], [0.0, 0.0, 0.0], [0.0, 0.2, 0.0], [0.0, 0.0, 0.0], [0.0, 0.0, 0.0], [0.0, 0.0, 0.0], [0.0, 0.0, 0.0], [0.0, 0.0, 0.0], [0.0, 0.0, 0.0], [-0.1, 0.5, 0.1], [0.0, 0.0, 0.0], [0.0, 0.0, 0.0], [0.0, 0.0, 0.0]], "mulliken_charge": [0.394, -0.512, 0.455, 0.347, -0.450, -0.575, -0.165, 0.358, 0.376, 0.253, -0.183, -0.354, -0.409, 0.362, 0.364, 0.357, -0.383, 0.329, 0.460, -0.269, -0.206, 0.393, 0.363, 0.364, 0.410, -0.203, -0.263, -0.177, -0.590, 0.359, 0.270, -0.357, -0.269, -0.512, -0.287, 0.361, 0.357, 0.434, 0.496, -0.219, -0.945, -0.298, 0.352, -0.232, -0.345, 0.208, -0.004, 0.360, -0.405, 0.364, 0.140, 0.329, 0.408, -0.382, -0.261, -0.564, 0.369, -0.267, -0.111, -0.277, -0.459, 0.092, -0.295, 0.341, -0.094, 0.361, 0.484, -0.265, -0.279, -0.571, -0.307, 0.383, 0.362, 0.359, -0.540, -0.275, 0.438, 0.794, -0.344, 0.403, 0.362, -0.142, -0.201, -0.424, 0.022, -0.002, 0.394, -0.512]}

=====

Question: Which formula does entry 2 have?
Answer: C37H37F5N7OP